Entry 1:
12
Properties=species:S:1:pos:R:3:lowdin_charge:R:1 method="wB97M-V/def2-TZVPD" total_charge=0 smiles="O=C=CF.COS" homo_ev=-9.2 lumo_energy_ev=0.072
O -2.934 -1.940 -0.695 0.20
C -2.957 -0.908 -0.197 -0.18
C -3.103 0.109 0.587 -0.15
F -2.568 1.359 0.480 -0.04
H -3.777 0.018 1.444 0.13
C 2.876 -0.212 -0.127 -0.22
O 1.518 -0.304 0.188 -0.65
S 0.730 1.107 0.049 0.83
H 3.269 0.540 0.585 0.07
H 3.082 0.339 -1.045 0.07
H 3.323 -1.203 -0.043 0.09
H 0.541 1.096 -1.225 -0.15

Entry 2:
12
Properties=species:S:1:pos:R:3:lowdin_charge:R:1 method="wB97M-V/def2-TZVPD" total_charge=0 homo_ev=-8.1 lumo_energy_ev=0.413
C 1.051 -0.238 0.556 -0.27
C 1.031 -1.491 1.406 -0.22
C -1.532 1.303 -0.883 -0.67
H 0.086 0.277 0.638 0.05
H 1.836 0.432 0.911 0.14
H 1.204 -2.436 0.849 0.13
H -3.009 1.280 0.307 0.11
H -2.018 2.178 -1.331 0.06
O 0.842 -1.461 2.596 0.06
O -2.199 0.776 0.146 -0.02
F 1.287 -0.576 -0.760 -0.29
S -0.133 0.718 -1.434 0.92

Entry 3:
11
Properties=species:S:1:pos:R:3:lowdin_charge:R:1 method="wB97M-V/def2-TZVPD" total_charge=0 homo_ev="-9.2 / -8.7" lumo_energy_ev="-0.302 / -1.080"
C 0.720 0.254 0.046 -0.20
C -0.565 -0.691 0.088 -0.15
C -0.517 0.661 0.692 -0.18
O 0.368 -1.350 3.281 -0.52
F -1.835 -0.176 3.685 -0.42
S -0.163 -0.047 3.601 0.95
H 1.632 -0.039 0.589 0.09
H 0.943 0.785 -0.977 0.12
H -1.147 -0.798 -0.886 0.12
H -0.337 -1.503 0.836 0.09
H -1.045 1.558 0.300 0.10

Entry 4:
11
Properties=species:S:1:pos:R:3:lowdin_charge:R:1 method="wB97M-V/def2-TZVPD" total_charge=0 smiles="O=C(CF)CS" homo_ev=-9.5 lumo_energy_ev=0.487
O 0.630 1.966 -0.019 0.08
C 0.320 0.786 -0.022 -0.42
C 1.307 -0.321 -0.639 -0.05
F 1.604 -1.145 0.516 -0.09
C -0.853 0.331 0.768 -0.49
S -2.328 -0.182 -0.145 0.76
H 2.169 0.160 -1.109 0.12
H 0.779 -0.980 -1.385 0.12
H -1.161 1.251 1.250 0.08
H -0.417 -0.521 1.347 0.10
H -2.050 -1.345 -0.560 -0.20

Entry 5:
12
Properties=species:S:1:pos:R:3:lowdin_charge:R:1 method="wB97M-V/def2-TZVPD" total_charge=+1 homo_ev="-13.5 / -13.8" lumo_energy_ev="-6.548 / -6.575"
H 2.887 1.728 -0.638 0.13
O 1.586 0.399 -1.296 -0.22
C 2.744 0.775 -1.168 0.04
H 3.539 0.140 -1.578 0.12
O 0.192 1.311 -0.282 -0.37
Hg -0.580 0.266 -1.636 1.42
O -1.580 0.573 -0.043 -0.31
C -1.851 -0.155 1.054 -0.23
C -1.652 -1.472 1.167 0.12
H -2.352 0.428 1.837 0.14
H -1.980 -1.993 2.066 0.09
H -0.953 -2.001 0.516 0.08

Entry 6:
9
Properties=species:S:1:pos:R:3:lowdin_charge:R:1 method="wB97M-V/def2-TZVPD" total_charge=0 homo_ev=-9.0 lumo_energy_ev=0.602
C -1.201 -1.278 -0.284 -0.13
C -1.133 -0.089 0.393 -0.79
C 0.503 1.161 0.146 0.03
I -2.268 0.465 2.003 0.78
H -1.929 -2.051 -0.240 0.03
H -0.483 -1.383 -1.134 0.06
H 0.066 2.121 0.397 0.02
H 1.192 0.845 0.906 0.02
H 0.735 0.759 -0.786 0.00

Entry 7:
11
Properties=species:S:1:pos:R:3:lowdin_charge:R:1 method="wB97M-V/def2-TZVPD" total_charge=0 homo_ev="-8.6 / -8.8" lumo_energy_ev="-1.077 / -1.934"
C 0.528 1.725 -1.571 -0.62
C -1.456 -1.015 0.206 -0.19
C -0.518 -1.827 -0.371 -0.65
I -0.445 3.270 -0.857 0.84
I -3.013 2.262 0.246 -0.04
I -0.463 -2.104 -2.491 0.69
H 0.647 1.583 -2.626 -0.04
H 0.911 0.963 -0.931 -0.04
H -1.385 -0.685 1.314 0.08
H -2.416 -0.702 -0.272 0.00
H 0.414 -2.196 -0.061 -0.02

Entry 8:
12
Properties=species:S:1:pos:R:3:lowdin_charge:R:1 method="wB97M-V/def2-TZVPD" total_charge=+1 homo_ev=-12.8 lumo_energy_ev=-4.034
C 0.656 0.356 0.564 -0.35
C 1.868 0.546 0.018 -1.22
C -0.395 -0.800 0.023 -0.76
N -1.593 0.092 -0.468 0.15
I 3.091 2.071 0.896 0.84
I 2.675 -0.660 -1.532 0.89
I -1.157 -2.090 1.461 1.03
H 0.187 0.936 1.286 0.06
H -0.034 -1.275 -0.782 -0.04
H -1.372 0.305 -1.392 0.13
H -1.440 0.934 0.060 0.13
H -2.486 -0.414 -0.134 0.15

Entry 9:
11
Properties=species:S:1:pos:R:3:lowdin_charge:R:1 method="wB97M-V/def2-TZVPD" total_charge=0 smiles="IN1CC=NC1" homo_ev=-8.9 lumo_energy_ev=-0.139
I 1.971 -0.074 1.916 0.66
N 0.965 0.522 0.125 -0.51
C 0.325 -0.826 -0.702 -0.15
C -1.023 -0.859 -0.116 -0.18
N -1.370 0.232 0.480 0.06
C -0.275 1.202 0.369 -0.40
H 0.874 -1.767 -0.510 0.09
H 0.509 -0.416 -1.706 0.11
H -1.647 -1.679 -0.386 0.10
H -0.262 1.708 -0.627 0.13
H -0.068 1.958 1.157 0.10

Entry 10:
12
Properties=species:S:1:pos:R:3:lowdin_charge:R:1 method="wB97M-V/def2-TZVPD" total_charge=0 homo_ev=-8.9 lumo_energy_ev=0.496
C 0.268 -0.859 -1.453 -0.19
C 1.002 0.096 -0.863 -0.20
C -2.100 -1.496 -0.872 0.04
N -0.999 -1.190 -1.118 -0.09
N 0.656 0.916 0.185 -0.18
Si -0.580 0.752 1.390 0.14
I -0.009 -1.149 2.860 0.33
H 0.687 -1.422 -2.275 0.11
H 1.996 0.266 -1.254 0.12
H 1.364 1.607 0.374 0.08
H -1.896 0.521 0.850 -0.09
H -0.389 1.958 2.176 -0.07

Entry 11:
12
Properties=species:S:1:pos:R:3:lowdin_charge:R:1 method="wB97M-V/def2-TZVPD" total_charge=+1 homo_ev="-11.4 / -13.5" lumo_energy_ev="-4.121 / -6.906" spin_multiplicity=3
C 0.246 -1.041 0.165 -0.01
C 1.471 -1.420 -1.944 0.25
C -1.030 0.559 1.286 0.02
N 0.827 -1.373 -0.995 0.12
N 0.100 0.269 0.322 -0.31
N 0.539 1.035 -0.572 -0.46
I 0.487 3.071 -0.548 0.92
H -0.463 -1.598 0.710 0.15
H 1.549 -1.386 -2.995 0.11
H -1.217 1.538 1.285 0.00
H -1.899 0.051 1.037 0.08
H -0.610 0.295 2.249 0.12

Entry 12:
13
Properties=species:S:1:pos:R:3:lowdin_charge:R:1 method="wB97M-V/def2-TZVPD" total_charge=0 homo_ev=-9.7 lumo_energy_ev=-0.159
C 0.540 1.742 0.197 -0.33
C -0.839 1.754 0.604 -0.08
C -0.091 -1.598 -1.078 -0.59
N 1.635 1.803 -0.127 0.13
N 2.228 -1.275 1.414 0.24
N 1.460 -1.182 0.605 -0.20
N 0.676 -0.821 -0.219 -0.09
I -2.075 -2.114 -0.221 0.62
H -0.988 2.532 1.351 0.09
H -1.471 1.960 -0.258 0.09
H -1.114 0.788 1.028 0.04
H 0.366 -2.559 -1.325 0.05
H -0.327 -1.030 -1.973 0.04